Entry 1:
The following is a DFT calculation (ωB97M-V/def2-TZVPD) of C21H23IrN6OS2 as an isolated structure.

Its spin multiplicity is 2. As for the charge: +1. The expectation value of S² is 0.77. The calculation puts the calculated total energy at -57640.932 eV. The energy above the lowest of the compared OMol25 structures with the same formula, charge and spin comes out at 105.5 kJ/mol. The calculation puts the LUMO energy (spin up / spin down) at -3.6509 / -5.0270 eV. The calculation puts the HOMO energy (spin up / spin down) at -10.51 / -10.54 eV.

The geometry in XYZ format:
```
54
C21H23IrN6OS2 | the OMol25 dataset | ωB97M-V/def2-TZVPD
Ir 0.286 -0.056 0.090
S 1.018 1.287 -1.540
S -0.715 0.951 2.014
O -0.921 2.731 -0.221
N -0.818 -1.543 1.108
N -0.552 2.076 -3.522
N -0.868 3.369 0.881
N -1.402 -0.226 -1.102
N -1.552 0.504 -2.232
N 1.436 -1.786 -0.748
C -0.973 4.726 0.898
C 0.656 -3.047 -0.833
C -2.514 -3.422 2.188
C -0.657 4.754 3.267
C -2.874 -2.742 1.036
C -0.507 1.271 -2.461
C -0.877 5.430 2.066
C -2.008 -1.797 0.511
C 4.334 -0.703 1.386
C 4.715 0.436 2.072
C -0.543 3.384 3.244
C 2.100 0.201 1.050
C -0.482 -2.179 2.232
C -1.303 -3.137 2.799
C -0.674 2.676 2.046
C 2.517 1.357 1.716
C 1.948 -1.561 -2.130
C 2.613 -2.044 0.152
C -2.311 -1.040 -0.707
C 3.043 -0.811 0.878
C 3.802 1.472 2.225
H 1.132 -1.275 -2.788
H -0.997 -3.637 3.707
H 1.838 2.190 1.839
H 2.402 -2.487 -2.488
H 5.717 0.525 2.468
H 2.319 -2.829 0.854
H -0.358 2.819 4.146
H -3.243 -1.163 -1.248
H -0.194 -2.907 -1.500
H 2.695 -0.773 -2.118
H 5.045 -1.509 1.237
H 3.422 -2.453 -0.459
H 1.297 -3.829 -1.244
H 0.316 -3.368 0.144
H -1.385 2.098 -4.087
H -0.569 5.295 4.198
H -1.128 5.163 -0.076
H 0.465 -1.891 2.670
H -0.966 6.506 2.033
H 4.093 2.380 2.738
H -3.180 -4.161 2.613
H 0.201 2.708 -3.723
H -3.818 -2.932 0.544
```

Entry 2:
The following is a DFT calculation (ωB97M-V/def2-TZVPD) of a 8-piece molecular cluster, C62H89N14O2 overall.

Its spin multiplicity is 2. As for the charge: +10. The expectation value of S² is 0.77. The calculation puts the calculated total energy at -90554.381 eV. The calculation puts the LUMO energy (spin up / spin down) at -19.8161 / -23.6447 eV. The calculation puts the HOMO energy (spin up / spin down) at -26.67 / -26.67 eV.

The geometry in XYZ format:
```
167
C62H89N14O2 | the OMol25 dataset | ωB97M-V/def2-TZVPD
O 7.061 5.695 -21.357
O 6.900 3.492 -21.406
N 4.368 10.902 -17.164
N 11.093 1.533 -29.184
N 9.750 4.043 -19.801
N 3.890 3.500 -19.369
N 5.213 7.818 -25.922
N 5.546 -0.852 -21.121
N 5.195 9.446 -18.762
N 9.914 -2.142 -23.110
N 11.989 7.696 -23.807
N 5.080 2.509 -17.731
N 3.661 -1.688 -20.104
N 9.390 2.273 -27.849
N -4.979 2.260 -26.877
N 1.840 3.577 -25.613
C 1.625 -1.627 -18.467
C 3.806 11.363 -15.984
C 6.162 2.224 -16.780
C 10.281 2.913 -21.763
C -4.349 1.359 -26.101
C 9.758 0.276 -23.129
C 6.130 7.267 -26.775
C 1.085 3.305 -24.547
C 9.343 7.834 -24.787
C 5.099 3.499 -18.677
C 12.267 1.530 -29.969
C 6.795 4.650 -23.577
C 7.262 1.392 -17.570
C 10.009 2.960 -19.038
C 10.590 -0.853 -21.201
C 10.406 -2.076 -21.855
C -3.066 1.660 -25.629
C 10.067 4.075 -21.130
C -6.379 1.972 -27.255
C -0.085 3.069 -27.042
C 6.855 4.596 -21.955
C 13.387 7.390 -23.349
C 10.345 1.771 -19.672
C 9.556 -0.994 -23.751
C 5.351 11.477 -17.948
C 3.507 4.456 -20.408
C 9.366 5.312 -19.070
C 10.227 0.312 -21.776
C 4.676 8.261 -20.898
C 11.783 7.798 -25.109
C 10.336 0.345 -28.834
C 3.352 3.612 -25.405
C 1.259 3.463 -26.836
C 7.460 7.323 -26.346
C 3.307 -1.133 -21.285
C 9.298 0.875 -27.988
C 5.575 8.506 -24.813
C -2.390 2.812 -26.101
C 10.292 1.662 -21.107
C 3.786 7.833 -26.411
C 9.808 -3.442 -23.860
C 3.177 2.342 -18.950
C 6.916 -0.439 -21.271
C -0.897 2.945 -25.952
C 10.436 7.909 -25.674
C 8.461 3.115 -27.056
C 5.467 8.253 -19.498
C 5.824 10.664 -18.988
C 10.476 2.684 -28.589
C -0.298 3.031 -24.648
C 4.402 -0.673 -21.923
C -3.073 3.678 -26.892
C 3.903 1.754 -17.949
C 10.969 7.649 -22.930
C 5.072 -1.568 -19.987
C 7.194 3.286 -27.822
C 9.651 7.701 -23.423
C 6.915 8.556 -24.456
C -4.399 3.461 -27.252
C 2.816 -2.353 -19.072
C 7.893 7.916 -25.176
C 4.263 9.650 -17.773
H 3.069 12.078 -16.351
H 9.526 1.160 -23.705
H 10.374 7.910 -26.752
H 7.332 -0.976 -22.123
H -4.912 0.485 -25.810
H 8.205 1.369 -17.022
H -6.955 2.844 -27.565
H 7.230 8.953 -23.502
H 7.498 -0.576 -20.360
H 9.984 -4.324 -23.244
H 8.312 2.725 -26.049
H 4.737 7.302 -21.413
H 6.518 7.966 -19.507
H -0.851 2.841 -23.740
H 10.124 5.375 -18.290
H 9.840 2.961 -17.972
H 4.857 8.970 -24.153
H 4.920 7.440 -19.021
H 8.771 7.799 -22.805
H 3.847 2.671 -25.642
H 3.451 6.821 -26.185
H 8.192 7.067 -27.098
H 10.855 3.685 -28.732
H 10.061 5.007 -21.676
H 6.425 3.572 -27.105
H 3.648 8.598 -20.767
H 5.825 4.337 -23.962
H 2.248 2.029 -19.402
H 10.250 0.899 -19.042
H 13.535 7.413 -22.270
H -0.440 3.025 -28.061
H 1.924 -1.184 -17.518
H -4.994 4.166 -27.814
H 4.183 4.473 -21.263
H -6.223 1.127 -27.926
H 3.038 10.656 -15.669
H 12.662 7.838 -25.736
H 6.507 3.164 -16.348
H 5.710 1.579 -16.028
H 3.506 -2.677 -18.293
H 3.592 4.050 -24.435
H 9.492 6.171 -19.729
H 1.464 3.373 -23.538
H 11.328 7.543 -21.917
H 10.685 -0.656 -29.041
H 12.419 2.582 -30.209
H 10.802 -2.961 -21.381
H 7.536 4.018 -24.066
H 8.346 5.344 -18.685
H 2.371 -3.121 -19.705
H 6.829 5.678 -23.937
H 14.131 8.007 -23.852
H -2.519 4.528 -27.262
H 6.882 0.629 -21.488
H 11.125 -0.961 -20.269
H 8.833 -3.451 -24.346
H 10.421 2.981 -22.832
H -6.878 1.504 -26.407
H 5.537 12.506 -17.676
H 6.622 10.685 -19.716
H -2.555 0.978 -24.965
H 13.590 6.358 -23.638
H 3.246 8.617 -25.879
H 3.665 4.483 -25.981
H 3.574 8.932 -17.353
H 9.301 -1.083 -24.796
H 5.082 8.822 -21.739
H 4.429 11.880 -15.254
H 5.722 -1.834 -19.167
H 6.908 0.380 -17.766
H 1.201 -0.940 -19.199
H 5.903 6.879 -27.757
H 7.247 4.221 -28.378
H 3.588 8.254 -27.396
H 8.539 0.414 -27.373
H 3.691 0.791 -17.510
H 2.288 -0.978 -21.607
H 12.936 0.990 -29.298
H 2.529 4.231 -20.834
H 5.930 4.165 -18.855
H 9.025 4.031 -26.879
H 4.531 -0.100 -22.829
H 6.944 2.551 -28.587
H 3.505 5.414 -19.887
H 1.841 3.573 -27.738
H 10.651 -3.531 -24.546
H 0.923 -2.444 -18.301
H 7.527 1.902 -18.496
H 12.196 0.992 -30.914
```

Entry 3:
The following is a DFT calculation (ωB97M-V/def2-TZVPD) of C49H49N3O2P3STl as an isolated structure.

As for the charge: +2. The calculation puts the calculated total energy at -103557.441 eV. The energy above the lowest of the compared OMol25 structures with the same formula, charge and spin comes out at 8.9 kJ/mol. The calculation puts the LUMO energy at -4.8147 eV. The calculation puts the HOMO energy at -13.17 eV.

The geometry in XYZ format:
```
108
C49H49N3O2P3STl | the OMol25 dataset | ωB97M-V/def2-TZVPD
Tl -0.111 -0.481 -0.172
S 1.098 2.643 1.203
P -2.251 -1.751 -0.882
P 0.230 -0.072 2.528
P -1.612 2.027 -0.580
O 2.341 3.222 1.766
O 0.437 -2.933 -1.693
N 1.770 -5.272 0.505
N 1.080 -4.420 2.572
N 0.679 -3.285 0.559
C -0.710 -2.708 5.523
C -1.062 4.560 -1.661
C -3.823 -1.065 -0.300
C 4.037 -1.305 3.160
C -4.166 1.973 2.604
C -2.381 -3.499 -0.443
C 1.130 5.048 -0.026
C -2.124 1.402 -4.577
C -2.398 1.812 -2.210
C 1.619 -4.906 -0.891
C -4.754 3.897 1.285
C -1.911 -3.246 5.080
C 3.289 1.571 -2.065
C -1.540 3.927 4.015
C -2.455 -2.832 3.869
C -0.152 2.710 2.486
C -0.381 5.767 -1.750
C -2.312 -1.691 -2.686
C 4.611 -0.243 3.852
C 2.530 0.959 3.751
C 1.825 0.016 -0.963
C 0.861 -3.596 -0.761
C 2.307 -6.540 0.964
C 2.718 -1.229 2.752
C -2.966 2.450 0.563
C 2.019 1.222 -1.623
C 0.432 3.856 0.067
C -1.278 1.545 4.252
C -1.823 2.747 4.684
C -0.439 1.512 3.141
C 4.162 -0.485 -1.183
C 3.860 0.882 4.145
C -1.790 -1.885 3.105
C -3.174 1.659 1.686
C -0.693 3.911 2.917
C -3.763 3.581 0.371
C 2.893 -0.843 -0.744
C 0.713 6.012 -0.933
C -0.668 3.585 -0.746
C 1.957 -0.097 3.047
C -3.496 1.225 -4.711
C -1.578 1.686 -3.335
C -0.586 -1.336 3.544
C 1.171 -4.334 1.249
C -4.956 3.094 2.403
C -0.047 -1.753 4.760
C -3.773 1.632 -2.354
C 4.360 0.720 -1.842
C -4.317 1.341 -3.600
H -4.317 1.348 3.474
H 1.045 -5.641 -1.457
H 4.996 -1.151 -1.007
H 1.200 1.915 -1.780
H -3.990 -1.345 0.740
H 4.304 1.711 4.679
H -1.513 0.633 4.786
H -2.556 0.782 1.841
H 2.803 -6.417 1.926
H 4.624 -2.185 2.931
H -0.446 4.831 2.402
H 5.646 -0.297 4.159
H -5.730 3.347 3.116
H 1.959 1.844 3.991
H -2.425 -3.987 5.678
H -1.477 1.316 -5.439
H -1.892 4.370 -2.329
H 1.533 -7.306 1.047
H -3.394 -3.248 3.527
H 3.058 -6.878 0.254
H -1.610 -4.067 -0.950
H -1.467 -2.256 -3.074
H -0.505 1.819 -3.251
H -3.845 0.018 -0.374
H 3.438 2.513 -2.577
H -1.968 4.861 4.353
H -2.284 -3.633 0.633
H 2.272 -2.048 2.202
H -0.290 -3.025 6.468
H -3.361 -3.850 -0.773
H 0.605 -3.688 3.077
H 2.753 -1.787 -0.241
H -0.700 6.510 -2.468
H -5.369 4.773 1.128
H -4.629 -1.481 -0.907
H 1.388 -5.233 3.074
H 1.999 5.195 0.602
H 1.252 6.947 -1.010
H 2.580 -4.752 -1.387
H -4.433 1.731 -1.502
H -3.250 -2.128 -3.031
H -2.472 2.757 5.549
H -2.207 -1.565 2.158
H 5.350 0.995 -2.180
H -3.921 1.003 -5.680
H -3.611 4.219 -0.490
H 0.889 -1.335 5.109
H -5.387 1.217 -3.700
H -2.247 -0.658 -3.036
```